Entry one
{"formula": "CH4N2O2", "method": "wB97M-V/def2-TZVPD", "symbols": ["C", "H", "H", "H", "H", "N", "N", "O", "O"], "positions_angstrom": [[-0.1406, 0.4051, -0.0189], [1.5865, -1.0481, 0.8885], [1.9140, 0.9928, -0.6015], [-0.7329, 1.3247, 0.0412], [-2.3539, 0.4597, 0.2955], [1.2187, 0.3201, -0.1317], [-0.7633, -0.8034, -0.2171], [1.4615, -1.1240, -0.1289], [-2.1900, -0.5268, -0.1272]], "lumo_ev": 0.7, "charge": 0, "gap_ev": 9.06, "smiles": "O/N=C/NO"}

Entry two
{"formula": "CH4N2O2", "method": "wB97M-V/def2-TZVPD", "symbols": ["C", "N", "N", "O", "O", "H", "H", "H", "H"], "positions_angstrom": [[-1.2356, -0.0662, 0.4238], [1.7773, 0.3913, 0.3319], [-0.5083, 0.3393, -0.6249], [-0.9716, 0.3135, 1.5382], [0.7954, 0.8812, -0.6110], [-1.9259, -0.9157, 0.0522], [1.8144, 0.9754, 1.1190], [1.4622, -0.5227, 0.7024], [-0.5413, -0.6176, -1.6699]], "lumo_ev": 0.0, "charge": 0, "gap_ev": 9.82}

Entry three
{"formula": "CH4N2O2", "method": "wB97M-V/def2-TZVPD", "symbols": ["C", "N", "N", "O", "O", "H", "H", "H", "H"], "positions_angstrom": [[-0.5220, -0.0943, 0.6167], [0.6537, -0.2787, -1.3580], [0.1324, -1.0594, -0.6017], [-0.9324, 1.0681, -0.0278], [0.2956, 0.0101, 1.7936], [-1.3225, -0.7121, 1.0409], [0.9081, -0.7235, -2.3599], [-0.1800, 1.1441, -0.7403], [0.9671, 0.6456, 1.6365]], "lumo_ev": 0.4, "charge": 0, "gap_ev": 10.01, "smiles": "[H]/N=N/C(O)O"}

Entry four
{"formula": "CH4N2O2", "method": "wB97M-V/def2-TZVPD", "symbols": ["C", "N", "N", "O", "O", "H", "H", "H", "H"], "positions_angstrom": [[0.2579, -0.5006, 0.5889], [0.2701, 1.6635, -0.6349], [-0.4069, 0.5294, -0.5309], [-0.2755, 2.5009, -1.3616], [-0.3087, -1.7589, 0.4320], [1.2932, -0.4296, 0.4285], [0.1686, -0.0174, 1.6486], [-1.3776, 0.4702, -0.7897], [0.3787, -2.4574, 0.2191]], "lumo_ev": 0.5, "charge": 0, "gap_ev": 9.81, "smiles": "O=NNCO"}

Relative energy of each structure, in kJ/mol: entry one 314.1; entry two 290.2; entry three 0.0; entry four 84.8.